The following is a DFT calculation (ωB97M-V/def2-TZVPD) of the molecule CHIN2OS2 at a distorted geometry.

Last column: Löwdin charge in e.
Positions of all 8 atoms, in Å:
C  1.395237  -0.334965  -0.387848  -1.0733
N  -0.662382  -0.131313  -1.618548  -0.2659
N  -0.590094  0.957693  0.652293  -0.5521
O  -1.696950  -1.259563  0.463617  -0.4499
S  1.029649  0.697854  0.857767  0.8301
S  -1.538336  -0.174417  -0.440221  0.6060
I  3.223708  -0.965170  -1.003042  0.8498
H  -1.160833  1.209883  1.475983  0.0554

Forces on atoms 1 to 3 (eV/Å):
C -2.0 1.4 0.8
N 2.2 -0.2 -1.3
N -1.6 0.7 0.1

## Properties
Molecular weight: 248.07 g/mol
HOMO-LUMO gap (alpha / beta): 7.51 / 7.51 eV
Energy above the lowest of the compared OMol25 structures with the same formula, charge and spin: 47.7 kJ/mol

***

The following is a DFT calculation (ωB97M-V/def2-TZVPD) of an isolated ion of composition C4H12ClN2 and charge +1 at a distorted geometry.

Last column: Löwdin charge in e.
Positions of all 19 atoms, in Å:
C  1.129722  1.140087  -0.239264  0.0223
N  0.199115  0.060352  0.196729  -0.4505
C  -0.677816  -0.260416  -0.953804  -0.0224
N  -0.638671  0.625622  1.218604  0.1132
C  1.012499  -1.065986  0.611472  -0.1201
C  0.065038  -2.414520  0.830736  -0.4949
Cl  -0.176349  -3.293328  -0.698926  0.6132
H  1.908979  1.490710  0.385370  0.1070
H  1.611516  0.769270  -1.159281  0.1259
H  0.417626  1.905122  -0.270589  0.0909
H  -1.214696  -1.171537  -0.665197  0.0455
H  -1.311359  0.655405  -1.214021  0.1480
H  -0.054019  -0.403600  -1.872826  0.1274
H  -1.595940  0.341188  1.241751  0.1069
H  -0.273367  0.775513  2.197784  0.1608
H  1.747085  -1.275366  -0.191719  0.1435
H  1.279842  -0.612423  1.573630  0.1349
H  -0.933448  -2.221277  1.228679  0.0673
H  0.564616  -3.209840  1.429738  0.0811

Forces on atoms 1 to 3 (eV/Å):
C -0.1 -0.6 -1.4
N -0.5 1.2 0.0
C -0.7 1.2 -1.5

## Properties
Net charge: +1
Molecular weight: 123.61 g/mol
HOMO-LUMO gap: 11.73 eV
Structure (SMILES): C[N+](C)(N)CCCl
Energy above the lowest of the compared OMol25 structures with the same formula, charge and spin: 160.5 kJ/mol

***

The following is a DFT calculation (ωB97M-V/def2-TZVPD) of a 3-piece molecular cluster, C35H35F3IN5O3S overall at a distorted geometry.

Last column: Löwdin charge in e.
Positions of all 83 atoms, in Å:
C  -6.174538  -0.077734  6.535709  0.0707
C  -5.276085  -0.228391  5.438951  -0.0345
C  -4.334236  -0.249300  4.075869  -0.1285
N  -2.844993  -0.284515  4.270099  0.0916
C  -2.078545  -0.256319  2.978065  -0.0761
C  -0.416718  -0.243904  3.098357  -0.0098
C  0.291494  -0.262926  4.613478  -0.1671
C  1.275090  -1.554221  4.849767  -0.1969
C  0.838869  -2.543989  6.082446  -0.1513
F  -0.390177  -3.351463  5.814680  -0.1433
C  0.545879  -0.184737  1.767038  -0.1324
C  2.184285  -0.122857  1.752586  -0.2663
C  2.607540  1.450692  1.375542  -0.4520
S  2.679035  2.356006  3.035940  0.8596
C  1.360007  3.685609  3.148432  -0.4369
N  0.695879  4.509377  2.042333  0.0027
N  -0.165290  5.332464  2.800236  -0.0682
C  -0.162531  5.114624  4.315897  -0.0286
O  0.844112  4.051511  4.495458  -0.1436
C  -0.201329  -0.189354  0.277783  -0.4910
I  0.980919  -0.150771  -1.563252  1.0041
C  -1.838225  -0.210228  0.186371  -0.1071
C  -2.582344  -0.213100  -1.311568  -0.2061
C  -2.745790  -1.783680  -1.760678  -0.1385
C  -3.257708  -1.980128  -3.325946  -0.2923
N  -4.261493  -3.125744  -3.561663  0.0594
O  -2.857973  -1.161055  -4.329365  -0.0786
C  -2.827656  -0.242463  1.533923  -0.0828
N  -4.306653  -0.256715  1.266379  0.1097
C  -5.008362  -0.235891  2.595325  -0.0863
C  -6.679831  -0.237810  2.543034  -0.1656
O  -7.259599  1.065335  2.905290  -0.2290
C  -6.865747  2.130400  1.968813  -0.2326
C  -5.885328  3.161848  2.845371  -0.0987
H  -6.619468  0.267950  7.584932  0.0663
H  -0.500294  -0.257159  5.482609  0.1103
H  0.918153  0.743730  4.747224  0.0909
H  2.343103  -1.112552  5.140529  0.1214
H  1.445110  -2.133000  3.832531  0.1197
H  0.806611  -1.957433  7.102247  0.1283
H  1.722338  -3.338438  6.197550  0.1263
H  2.610778  -0.895636  0.969746  0.0960
H  2.701546  -0.345330  2.778735  0.0831
H  3.714836  1.432650  0.934143  0.1031
H  1.820886  1.892293  0.626754  0.0682
H  -0.793867  5.650328  5.153474  0.1427
H  -2.005108  0.430346  -2.106121  0.0887
H  -3.687921  0.233493  -1.255240  0.1227
H  -3.586143  -2.261161  -1.063763  0.1248
H  -1.750777  -2.350855  -1.515198  0.1148
H  -4.226377  -3.426015  -4.566005  0.0914
H  -3.896746  -3.902313  -2.945428  0.0844
H  -7.023530  -0.599898  1.460331  0.1380
H  -7.051093  -1.099519  3.278494  0.1398
H  -7.798158  2.799197  1.656263  0.1273
H  -6.363509  1.754999  0.978041  0.1188
H  -4.906482  3.452371  2.261909  0.0772
H  -6.443027  4.190680  3.079913  0.0800
H  -5.650107  2.678324  3.896723  0.0770
F  3.109031  0.250153  -4.519622  0.0351
C  2.818415  -0.898541  -5.144650  -0.2802
C  1.963489  -1.811134  -4.536434  -0.0554
C  1.656558  -3.005009  -5.189150  -0.0745
C  2.217278  -3.278016  -6.439285  -0.0952
C  3.078285  -2.357902  -7.039275  -0.0777
C  3.376108  -1.159345  -6.391357  -0.0081
H  1.544043  -1.585635  -3.561412  -0.0550
H  0.983094  -3.721607  -4.725595  0.1056
H  1.981130  -4.211305  -6.946016  0.1009
H  3.516731  -2.574402  -8.010458  0.1064
H  4.036317  -0.429009  -6.847275  0.1106
F  6.149334  1.643846  -7.020835  0.0604
C  6.739116  1.209719  -5.899092  -0.2907
C  8.052325  0.755071  -5.948381  -0.0188
C  8.668506  0.307774  -4.779694  -0.0849
C  7.960128  0.309936  -3.575545  -0.0991
C  6.640747  0.763482  -3.537299  -0.0779
C  6.028674  1.221109  -4.703911  -0.0229
H  8.584032  0.752943  -6.894285  0.1151
H  9.697411  -0.042370  -4.806172  0.1039
H  8.439654  -0.043211  -2.665099  0.0993
H  6.090071  0.760373  -2.599723  0.1038
H  5.006812  1.585452  -4.690530  0.1048

Forces on atoms 1 to 3 (eV/Å):
C 7.0 -0.3 -7.2
C -5.0 1.5 5.9
C 2.0 -0.2 -1.0

## Properties
Molecular weight: 789.66 g/mol
HOMO-LUMO gap: 6.76 eV
Structure (SMILES): C#Cc1nc2c(CCCF)c(CCSc3nnco3)c(I)c(CCC(N)=O)c2nc1COCC.Fc1ccccc1.Fc1ccccc1
Energy above the lowest of the compared OMol25 structures with the same formula, charge and spin: 2138.1 kJ/mol

***

The following is a DFT calculation (ωB97M-V/def2-TZVPD) of C30H44Br61NO3PS as an isolated structure at a distorted geometry.

Last column: Löwdin charge in e.
Positions of all 141 atoms, in Å:
C  -7.270875  1.836264  6.187002  -0.0640
C  -7.190465  1.135413  4.829355  -0.2529
O  -7.208405  2.015332  3.713634  -0.2016
C  -6.006360  2.750422  3.530010  -0.2099
C  -4.949462  1.975462  2.781583  -0.4416
O  -4.536479  0.812923  3.421139  -0.3201
P  -3.061837  0.186225  2.650658  0.5477
C  -1.424546  -0.380073  1.871112  -0.3169
C  -1.277734  -0.243878  0.356784  -0.3537
C  -2.249496  -1.131824  -0.385255  -0.5902
Br  -1.838878  -1.227712  -2.318586  0.6005
O  -2.745080  1.854623  2.039228  -0.3281
C  -3.684265  2.782345  2.434919  -0.7452
S  -4.249383  3.761491  0.936940  0.7431
C  -3.116477  3.730896  3.524267  -0.1504
C  -1.677847  3.450106  3.925654  -0.2831
N  -0.731956  3.988458  2.942452  0.0059
H  -6.570412  1.379893  6.883963  0.0687
H  -6.999726  2.886783  6.120939  0.0662
H  -8.263315  1.766942  6.624740  0.0638
H  -6.329624  0.474787  4.785519  0.0886
H  -8.076052  0.512884  4.715536  0.1135
H  -5.621747  3.151408  4.468728  0.1121
H  -6.252483  3.604460  2.900787  0.0636
H  -5.390983  1.700785  1.812233  0.0974
H  -3.843869  -0.144521  1.496108  0.0045
H  -3.260602  -1.071226  3.311774  -0.0681
H  -2.348785  0.596767  3.828561  -0.0962
H  -1.189464  -1.399295  2.182150  0.0727
H  -0.657938  0.260087  2.308611  0.0666
H  -0.267409  -0.524981  0.045510  0.0877
H  -1.409846  0.789136  0.039517  0.0972
H  -2.215894  -2.160418  -0.043817  0.0551
H  -3.261751  -0.755701  -0.364579  0.0187
H  -3.060135  4.091263  0.435743  -0.1474
H  -3.715334  3.704923  4.432915  0.1019
H  -3.149546  4.752934  3.154695  0.0914
H  -1.550274  2.382800  4.103422  0.0711
H  -1.511621  3.971905  4.871013  0.1014
H  0.204344  3.662780  3.152632  0.0554
H  -0.980958  3.607404  2.035806  0.0414
C  1.511655  7.573772  0.867955  -1.6548
Br  0.203598  6.301816  0.298558  0.5917
Br  2.855261  6.763341  1.978451  0.5475
Br  2.308281  8.498213  -0.623466  0.5521
H  1.005548  8.313225  1.470016  -0.0300
C  -1.425738  -3.275150  -5.306833  -1.6686
Br  -3.125115  -3.913696  -5.928748  0.5881
Br  0.021968  -4.405558  -5.883386  0.5348
Br  -1.126721  -1.425598  -5.707385  0.5276
H  -1.437303  -3.328827  -4.225932  -0.0874
C  -6.254100  -3.454159  2.802929  -1.6162
Br  -6.395990  -5.385435  2.790378  0.5782
Br  -5.241504  -2.831875  4.298716  0.6210
Br  -5.548701  -2.799346  1.141806  0.5981
H  -7.257168  -3.067031  2.900557  -0.0271
C  1.998009  1.994059  -4.402213  -1.6256
Br  1.407538  3.770704  -3.989045  0.5771
Br  1.851964  1.624411  -6.287323  0.5460
Br  3.799679  1.705029  -3.803137  0.5326
H  1.357301  1.293415  -3.884876  -0.0361
C  1.772064  5.209831  7.361017  -1.6247
Br  2.650909  6.254009  8.719407  0.5143
Br  2.367580  5.697347  5.603540  0.5670
Br  1.987906  3.331031  7.708982  0.5481
H  0.716155  5.428977  7.418294  -0.0256
C  6.350790  8.027014  10.397155  -1.6491
Br  7.672434  9.270052  11.036209  0.5683
Br  4.584615  8.524504  10.970326  0.5451
Br  6.438145  7.814530  8.491568  0.5742
H  6.573646  7.067758  10.839895  -0.0320
C  3.848154  -2.798250  -3.938657  -1.6074
Br  4.659100  -3.288144  -2.262911  0.5878
Br  2.068262  -2.127029  -3.624290  0.5667
Br  4.980076  -1.597916  -4.936603  0.5374
H  3.752856  -3.693831  -4.539006  -0.0614
C  5.049768  -3.821683  -8.578622  -1.6679
Br  3.295804  -3.808824  -7.812570  0.5670
Br  5.326348  -5.375515  -9.673744  0.5475
Br  5.395340  -2.195373  -9.524867  0.5675
H  5.758435  -3.873566  -7.764350  -0.0969
C  8.804834  -5.941348  -7.369452  -1.6017
Br  7.089671  -6.006987  -6.509400  0.5472
Br  8.996068  -7.400945  -8.606007  0.5666
Br  9.085549  -4.236243  -8.218299  0.5868
H  9.560030  -6.056484  -6.606641  -0.0267
C  7.105465  1.887047  -8.841272  -1.6401
Br  8.075126  0.760755  -10.069297  0.5606
Br  5.940384  3.086871  -9.784722  0.5693
Br  6.161138  0.840959  -7.540923  0.5161
H  7.831189  2.484238  -8.309173  -0.0698
C  -7.513683  3.538310  -1.873557  -1.6229
Br  -6.924804  1.920131  -1.035907  0.6034
Br  -9.280273  4.032965  -1.269478  0.5892
Br  -6.271601  4.993483  -1.660705  0.5667
H  -7.593316  3.343192  -2.931964  -0.0357
C  6.390714  -10.946690  -8.404982  -1.6236
Br  6.971745  -10.473580  -10.175191  0.5359
Br  7.872386  -11.385357  -7.260623  0.5743
Br  5.298528  -9.560415  -7.646755  0.5409
H  5.775789  -11.829773  -8.491563  -0.0287
C  -0.803291  0.070029  7.448324  -1.6223
Br  -0.883974  -1.219780  8.891236  0.5421
Br  0.918905  0.031382  6.587921  0.5244
Br  -2.207333  -0.134627  6.167706  0.6838
H  -0.902244  1.047931  7.896937  -0.0382
C  3.978365  -6.907510  -3.527973  -1.6347
Br  2.807499  -8.138629  -2.637495  0.6090
Br  5.709656  -6.817672  -2.711332  0.5633
Br  4.155396  -7.287198  -5.407357  0.5061
H  3.531840  -5.926061  -3.442294  -0.0636
C  -9.628953  5.938560  2.023769  -1.6535
Br  -8.862906  4.462091  2.971400  0.6949
Br  -11.486592  6.202288  2.473136  0.5467
Br  -8.613310  7.554806  2.274062  0.5611
H  -9.588049  5.702323  0.971706  -0.1108
C  3.771264  -9.968394  -13.443047  -1.6469
Br  5.042116  -10.445350  -14.805535  0.5673
Br  3.095847  -11.525007  -12.537111  0.5660
Br  4.512847  -8.706858  -12.202382  0.5446
H  2.935473  -9.493141  -13.933795  -0.0309
C  6.184531  5.415499  -5.892889  -1.6203
Br  4.624394  4.487019  -6.499270  0.5466
Br  7.729242  4.261448  -5.848673  0.5846
Br  6.526503  6.996250  -6.933541  0.5730
H  6.002637  5.730477  -4.876169  -0.0264
C  1.840554  4.129682  12.579961  -1.6390
Br  0.630622  5.616658  12.425532  0.5646
Br  1.195933  2.593856  11.623605  0.5675
Br  3.613804  4.616051  12.020168  0.5377
H  1.893101  3.863429  13.624539  -0.0326
C  3.719972  -2.876378  6.387996  -1.6697
Br  5.103001  -4.115778  6.895905  0.5593
Br  4.368989  -1.561255  5.144981  0.5601
Br  2.169414  -3.775243  5.710226  0.5700
H  3.418608  -2.347886  7.280718  -0.0399
C  -7.301082  -6.613297  -0.727415  -1.6699
Br  -8.629847  -5.237820  -0.902285  0.5589
Br  -8.025595  -8.353597  -1.119152  0.5577
Br  -5.750879  -6.234395  -1.792883  0.5666
H  -6.985277  -6.618540  0.305480  -0.1062

Forces on atoms 1 to 3 (eV/Å):
C 0.2 0.0 0.1
C -0.3 -0.2 0.2
O 0.0 0.3 0.1

## Properties
Net charge: -1
Molecular weight: 5403.87 g/mol
HOMO-LUMO gap: 5.99 eV

***

The following is a DFT calculation (ωB97M-V/def2-TZVPD) of the molecule C5H7NO2 at a distorted geometry.

Last column: Löwdin charge in e.
Positions of all 15 atoms, in Å:
C  -1.536975  -0.817608  1.073067  0.0828
C  -0.370535  -0.171678  0.688349  -0.2254
O  0.688211  -0.263213  1.659572  -0.0459
C  1.965501  0.333426  1.307883  -0.1244
N  2.430074  0.568546  0.117833  0.1383
O  1.352352  -0.083052  -0.689029  -0.1364
C  0.144046  0.545358  -0.575775  -0.3353
C  -0.628740  -0.064759  -1.836457  -0.0040
H  -2.525193  -0.908292  0.693698  0.0410
H  -1.621535  -0.963086  2.175470  0.0726
H  2.439155  0.622747  2.337915  0.1647
H  0.004768  1.585999  -0.637482  0.1374
H  -1.648911  0.369277  -1.739629  0.0960
H  -0.510851  -1.146028  -1.926009  0.0946
H  -0.181367  0.392362  -2.649405  0.0440

Forces on atoms 1 to 3 (eV/Å):
C 2.6 2.1 1.6
C -1.8 -0.5 1.3
O 1.5 1.5 -1.6

## Properties
Molecular weight: 113.12 g/mol
HOMO-LUMO gap: 10.01 eV
Structure (SMILES): C=C1OC=NO[C@H]1C
Energy above the lowest of the compared OMol25 structures with the same formula, charge and spin: 455.4 kJ/mol

***

- Which of these has the lowest molecular weight?
  C5H7NO2

***

- What is the molecular weight in the first record?
  248.07 g/mol